No. 1
{"formula": "C21H36As3N4O2RhSSbSe4", "method": "wB97M-V/def2-TZVPD", "homo_energy_ha": [-0.141, -0.193], "charge": -1, "e_tot_ha": -18253.4085, "homo_lumo_gap_ev": [5.443, 5.390], "lumo_ev": [1.593, 0.139], "spin_multiplicity": 5, "symbols": ["Rh", "Se", "Sb", "Se", "Se", "Se", "C", "As", "C", "C", "C", "C", "C", "As", "C", "C", "C", "As", "C", "C", "H", "H", "H", "H", "H", "H", "H", "H", "H", "H", "H", "H", "H", "H", "H", "H", "H", "H", "H", "H", "H", "H", "H", "H", "H", "H", "H", "N", "C", "C", "C", "C", "C", "C", "S", "O", "O", "N", "C", "N", "C", "C", "C", "N", "H", "H", "H", "H", "H", "H", "H", "H", "H"], "xyz": [[-1.1426, -1.2034, 1.0426], [3.5554, -5.1009, 4.0978], [2.0004, -5.1689, 2.3032], [-1.0955, -1.6501, 3.4939], [0.3554, -2.9247, 2.3046], [0.6085, -7.0120, 1.7450], [1.8093, 0.8708, 2.0297], [0.5970, 0.4493, 0.5535], [0.3286, 2.2350, -0.1511], [2.0200, -0.2849, -0.5786], [1.6471, -0.9553, -1.9057], [0.7576, -0.0149, -2.7256], [0.9436, -2.3083, -1.7078], [-0.9391, -2.3455, -1.1358], [-1.0551, -4.2916, -1.0028], [-1.8488, -2.1467, -2.8431], [2.9441, -1.1805, -2.7065], [4.3663, -2.4738, -2.2282], [3.4665, -4.1945, -2.5387], [4.3845, -2.5727, -0.2720], [2.7006, 1.3924, 1.6766], [2.0973, -0.0621, 2.5184], [1.2791, 1.4910, 2.7500], [1.2922, 2.7012, -0.3656], [-0.1989, 2.8256, 0.6008], [-0.2794, 2.2205, -1.0525], [2.5053, -1.0135, 0.0756], [2.7425, 0.5207, -0.7538], [-0.1781, 0.1955, -2.1998], [0.5130, -0.4590, -3.6935], [1.2642, 0.9374, -2.9066], [1.4713, -2.8941, -0.9493], [0.9864, -2.8772, -2.6426], [-0.6314, -4.7678, -1.8899], [-2.1048, -4.5696, -0.9037], [-0.5212, -4.6328, -0.1135], [-1.3462, -2.7369, -3.6114], [-1.8947, -1.1046, -3.1345], [-2.8718, -2.5037, -2.7196], [3.4718, -0.2248, -2.7893], [2.6921, -1.4671, -3.7351], [3.0147, -4.2221, -3.5307], [2.7001, -4.3872, -1.7890], [4.2163, -4.9836, -2.4948], [4.7061, -1.6476, 0.2011], [5.0960, -3.3522, 0.0047], [3.3925, -2.8466, 0.1018], [-0.3808, 5.9461, 3.9730], [-1.1080, 4.8166, 3.5371], [-0.5789, 3.5375, 3.6883], [-1.3167, 2.4301, 3.3027], [-2.5792, 2.5899, 2.7615], [-3.1217, 3.8589, 2.6193], [-2.3894, 4.9657, 3.0101], [-3.5093, 1.1733, 2.2424], [-4.8700, 1.6080, 2.0484], [-3.2715, 0.1743, 3.2552], [-2.8253, 0.6083, 0.8857], [-2.8931, 1.3827, -0.2241], [-3.3481, 2.6557, -0.1346], [-3.3649, 3.3739, -1.2382], [-2.9562, 2.8875, -2.4709], [-2.5178, 1.5754, -2.4615], [-2.4662, 0.8204, -1.3774], [0.6199, 5.8032, 3.9366], [-0.6216, 6.7835, 3.4592], [0.4075, 3.4204, 4.1229], [-0.9227, 1.4265, 3.4276], [-4.1089, 3.9569, 2.1922], [-2.8120, 5.9592, 2.9082], [-3.7255, 4.3946, -1.1322], [-2.9770, 3.4819, -3.3719], [-2.1806, 1.1119, -3.3876]]}

=====

No. 2
{"formula": "C21H36B2FNO10", "method": "wB97M-V/def2-TZVPD", "smiles": "CCB(O)[C@]1(CCF)C(=O)NC[C@H]1CB(O)O.O=C1CCCO1.O=C1CCCO1.O=C1CCCO1", "homo_energy_ha": -0.329, "charge": 0, "e_tot_ha": -1778.6692, "homo_lumo_gap_ev": 9.439, "lumo_ev": 0.481, "symbols": ["C", "C", "B", "O", "C", "C", "C", "F", "C", "O", "N", "C", "C", "C", "B", "O", "O", "H", "H", "H", "H", "H", "H", "H", "H", "H", "H", "H", "H", "H", "H", "H", "H", "H", "H", "O", "C", "O", "C", "C", "C", "H", "H", "H", "H", "H", "H", "O", "C", "O", "C", "C", "C", "H", "H", "H", "H", "H", "H", "O", "C", "O", "C", "C", "C", "H", "H", "H", "H", "H", "H"], "xyz": [[4.1730, 0.1184, 0.6706], [2.9200, 0.6562, 1.4006], [1.6178, 0.5092, 0.4829], [1.1014, -0.7692, 0.4078], [0.9711, 1.7183, -0.3416], [-0.5513, 2.0011, -0.2358], [-1.4655, 0.7974, -0.0469], [-1.6163, 0.0753, -1.2039], [1.2481, 1.2529, -1.8528], [1.0043, 0.2253, -2.3008], [1.9057, 2.2824, -2.5874], [2.7321, 2.9702, -1.5934], [1.7879, 3.0370, -0.3445], [1.0367, 4.4190, -0.4044], [0.8215, 4.9785, 1.0710], [1.8679, 5.6802, 1.6699], [-0.3129, 4.7860, 1.8187], [4.4595, 0.6953, -0.2092], [5.0335, 0.0514, 1.3397], [3.9599, -0.9112, 0.3713], [2.7539, -0.0216, 2.2494], [3.0486, 1.6580, 1.8185], [0.7107, -1.0219, 1.2632], [-0.8087, 2.7249, 0.5365], [-0.8547, 2.4519, -1.1889], [-2.4662, 1.1906, 0.1745], [-1.2005, 0.1595, 0.7954], [1.2160, 2.9428, -2.9446], [3.5136, 2.2469, -1.3239], [3.2110, 3.9022, -1.8694], [2.5144, 3.2031, 0.4633], [0.1304, 4.4222, -1.0174], [1.7313, 5.1186, -0.8752], [2.3154, 5.1013, 2.3029], [-1.0794, 4.6697, 1.2417], [0.3337, -2.6275, 2.4481], [-0.0138, -3.5789, 1.8016], [-1.1476, -4.2684, 2.0584], [-1.2305, -5.4145, 1.1841], [-0.3423, -5.0707, 0.0000], [0.7324, -4.2039, 0.6459], [-0.8804, -6.2919, 1.7304], [-2.2664, -5.5724, 0.8937], [0.0455, -5.9483, -0.5140], [-0.9029, -4.4773, -0.7245], [1.5573, -4.7996, 1.0411], [1.1070, -3.4391, -0.0306], [-0.3972, 4.2733, -3.7415], [-0.2779, 3.9896, -4.9024], [0.4788, 4.7044, -5.7629], [0.3346, 4.1792, -7.0949], [-0.1354, 2.7464, -6.9079], [-0.9543, 2.8451, -5.6263], [-0.3947, 4.7908, -7.6306], [1.2901, 4.2395, -7.6110], [-0.6914, 2.3614, -7.7610], [0.7232, 2.0931, -6.7441], [-1.9927, 3.1178, -5.8220], [-0.9070, 1.9317, -5.0380], [-3.1030, -7.0981, 3.9714], [-3.3263, -6.1578, 4.6794], [-3.8810, -6.2713, 5.9137], [-4.1216, -4.9646, 6.4623], [-3.1730, -4.0392, 5.7180], [-3.0900, -4.7007, 4.3467], [-5.1704, -4.7068, 6.2964], [-3.9299, -4.9832, 7.5333], [-3.5129, -3.0052, 5.6911], [-2.1903, -4.0568, 6.1931], [-3.8822, -4.3566, 3.6793], [-2.1179, -4.5610, 3.8858]]}

=====

No. 3
{"formula": "C21H36BaP2S", "method": "wB97M-V/def2-TZVPD", "homo_energy_ha": [-0.218, -0.218], "charge": 0, "e_tot_ha": -1927.8086, "homo_lumo_gap_ev": [5.171, 5.172], "lumo_ev": [-0.772, -0.771], "symbols": ["P", "P", "C", "C", "H", "H", "H", "H", "C", "H", "H", "H", "C", "H", "H", "H", "C", "H", "H", "H", "C", "H", "H", "H", "Ba", "C", "C", "C", "C", "C", "C", "C", "C", "C", "H", "H", "H", "H", "H", "H", "H", "H", "H", "H", "H", "H", "H", "H", "H", "S", "C", "C", "C", "C", "C", "C", "H", "H", "H", "H", "H"], "xyz": [[-0.8993, -1.9982, -2.8928], [0.2296, 1.3671, -5.0362], [-1.5366, -0.9929, -4.4501], [-0.5186, -0.3151, -5.3599], [-2.3342, -0.3060, -4.1274], [-2.0639, -1.7445, -5.0595], [0.3249, -0.9845, -5.5659], [-0.9983, -0.1626, -6.3424], [-1.1694, 2.2541, -6.0032], [-1.0377, 3.3479, -5.9578], [-2.1627, 2.0024, -5.6052], [-1.1772, 1.9787, -7.0656], [1.2442, 1.8381, -6.5449], [0.7305, 1.5997, -7.4755], [2.2283, 1.3782, -6.6309], [1.4174, 2.9180, -6.5468], [-2.1589, -3.3503, -3.0847], [-2.2303, -3.9634, -2.1683], [-1.8172, -3.9973, -3.8967], [-3.1542, -2.9846, -3.3811], [0.5529, -2.8043, -3.6989], [1.2314, -2.0120, -4.0671], [0.2493, -3.4786, -4.5136], [1.0960, -3.4042, -2.9554], [-2.3756, -1.1927, -0.7813], [0.9630, 3.3148, -4.1251], [-0.1554, 2.5676, -3.6706], [-0.2518, 1.5849, -2.4585], [1.0461, 0.8724, -1.9989], [1.8403, 0.2560, -3.0465], [2.1228, 0.8585, -4.3028], [3.0756, 2.0539, -4.1756], [2.3197, 3.2705, -3.5924], [-0.0324, -2.4436, -1.0411], [0.7205, 4.1265, -4.7999], [-1.1284, 3.0465, -3.7815], [-0.9525, 0.7798, -2.7654], [-0.7217, 2.1135, -1.6043], [1.6699, 1.5710, -1.4004], [0.8118, 0.0714, -1.2758], [2.4388, -0.6074, -2.7426], [2.4833, 0.1515, -5.0554], [3.5547, 2.3138, -5.1280], [3.9072, 1.7921, -3.5112], [2.3196, 3.2156, -2.4922], [2.8478, 4.1992, -3.8823], [0.0118, -1.4784, -0.4751], [1.0163, -2.7117, -1.1822], [-0.4819, -3.2223, -0.3951], [-1.5298, 1.3277, 0.7433], [-1.2851, 0.3299, 2.1074], [0.0027, -0.1498, 2.4612], [0.0855, -1.3335, 3.1857], [-1.0750, -1.9411, 3.6828], [-2.3142, -1.2869, 3.5634], [-2.3987, -0.0969, 2.8647], [0.8726, 0.3892, 2.1007], [1.0721, -1.7619, 3.3850], [-1.0114, -2.9009, 4.1886], [-3.2068, -1.6967, 4.0370], [-3.3216, 0.4798, 2.8100]]}

=====

No. 4
{"formula": "C21H36Br12NO3", "method": "wB97M-V/def2-TZVPD", "homo_energy_ha": [-0.304, -0.346], "charge": 0, "e_tot_ha": -31990.2925, "homo_lumo_gap_ev": [8.038, 9.180], "lumo_ev": [-0.229, -0.229], "spin_multiplicity": 2, "symbols": ["C", "C", "O", "O", "C", "C", "C", "C", "C", "C", "C", "C", "C", "C", "C", "N", "O", "C", "C", "C", "C", "H", "H", "H", "H", "H", "H", "H", "H", "H", "H", "H", "H", "H", "H", "H", "H", "H", "H", "H", "H", "H", "H", "H", "H", "H", "H", "H", "H", "H", "H", "H", "H", "C", "Br", "Br", "Br", "H", "C", "Br", "Br", "Br", "H", "C", "Br", "Br", "Br", "H", "C", "Br", "Br", "Br", "H"], "xyz": [[2.0921, -3.9606, 0.2416], [2.6677, -3.8337, -1.1382], [2.6563, -4.7142, -1.9438], [3.2490, -2.6268, -1.4218], [2.2747, -1.6673, -1.8825], [2.9824, -0.4733, -2.4752], [3.6896, 0.4985, -1.5156], [3.0617, 0.6999, -0.1349], [1.8572, 1.6620, -0.1087], [0.5349, 0.8957, -0.2354], [-0.7564, 1.7411, -0.1026], [-1.4070, 2.0662, -1.4531], [-1.9592, 0.8481, -2.2232], [-0.9981, 0.5641, -3.4147], [-3.3601, 1.1572, -2.8056], [-1.9885, -0.3757, -1.3770], [-2.4977, -1.3838, -1.9796], [-2.4345, -0.2360, 0.0365], [-3.9616, -0.1341, 0.1506], [-1.9999, -1.5248, 0.7668], [-1.7836, 0.9771, 0.7423], [2.8849, -3.8760, 0.9849], [1.3952, -3.1382, 0.4177], [1.5512, -4.8953, 0.3305], [1.6038, -1.4077, -1.0620], [1.6678, -2.1316, -2.6658], [3.7503, -0.8897, -3.1338], [2.2856, 0.0414, -3.1338], [4.7342, 0.2143, -1.3899], [3.7000, 1.4791, -1.9994], [3.8374, 1.1349, 0.5008], [2.7807, -0.2432, 0.3360], [1.9150, 2.3890, -0.9213], [1.8521, 2.2121, 0.8350], [0.5200, 0.4405, -1.2247], [0.5277, 0.0922, 0.5026], [-0.5315, 2.6693, 0.4187], [-0.6617, 2.5741, -2.0687], [-2.1781, 2.8117, -1.2513], [-0.0035, 0.9707, -3.2227], [-1.3621, 1.0394, -4.3227], [-0.8673, -0.5042, -3.5841], [-3.7255, 2.1361, -2.4950], [-4.1063, 0.4312, -2.4857], [-3.3664, 1.1447, -3.8920], [-4.3626, 0.7942, -0.2494], [-4.4196, -1.0041, -0.3196], [-4.2039, -0.1858, 1.2122], [-0.9415, -1.4759, 1.0229], [-2.5607, -1.6399, 1.6943], [-2.1863, -2.4039, 0.1536], [-1.2757, 0.6252, 1.6388], [-2.5638, 1.6584, 1.0916], [0.5491, 3.2492, -6.3786], [-0.5332, 4.4603, -5.3470], [2.1162, 2.7047, -5.4065], [-0.4762, 1.7430, -6.9917], [0.8894, 3.7836, -7.2527], [2.9307, -3.4143, 6.3703], [2.8109, -2.5760, 8.0958], [1.2840, -4.2933, 5.9020], [3.4739, -2.1665, 5.0137], [3.6927, -4.1767, 6.4326], [-2.0204, -1.8741, 6.0205], [-0.7877, -0.6695, 5.1747], [-2.4989, -1.2720, 7.7828], [-3.5739, -2.1723, 4.9238], [-1.5180, -2.8239, 6.1315], [-0.7165, 3.6947, 4.1288], [-2.2418, 2.7747, 4.8450], [0.3889, 2.5082, 3.0873], [-1.2440, 5.2096, 3.0666], [-0.1337, 4.0682, 4.9573]]}

=====

No. 5
{"formula": "C21H36Cl2GdN3O4", "method": "wB97M-V/def2-TZVPD", "homo_energy_ha": [-0.134, -0.258], "charge": 0, "e_tot_ha": -2973.0830, "homo_lumo_gap_ev": [3.365, 5.036], "lumo_ev": [-0.275, -1.979], "spin_multiplicity": 8, "symbols": ["O", "C", "C", "C", "H", "C", "H", "C", "H", "C", "H", "C", "H", "H", "C", "C", "H", "H", "H", "C", "C", "H", "H", "H", "H", "Gd", "Cl", "Cl", "C", "O", "N", "C", "C", "H", "H", "H", "H", "H", "H", "H", "H", "H", "C", "C", "N", "H", "C", "O", "H", "H", "H", "H", "C", "N", "C", "C", "C", "O", "H", "H", "H", "H", "H", "H", "H", "H", "H"], "xyz": [[-2.4998, -1.1713, -0.5057], [-3.3698, -0.7902, -1.3255], [-4.7592, -1.2551, -1.3605], [-5.1917, -2.4504, -0.7358], [-4.4672, -3.1167, -0.2686], [-6.5486, -2.7751, -0.7203], [-6.8856, -3.6618, -0.1747], [-7.4825, -1.9506, -1.3615], [-8.5393, -2.2212, -1.3414], [-7.0560, -0.7747, -2.0047], [-7.7815, -0.1078, -2.4762], [-5.7072, -0.4340, -2.0137], [-5.3479, 0.4648, -2.5219], [-3.1099, 0.0648, -1.9788], [-0.9743, -0.7100, -4.0004], [-0.0394, 0.0279, -3.1772], [-0.8474, -0.5531, -5.0874], [-2.0055, -0.4337, -3.7055], [-0.8998, -1.7854, -3.7577], [1.0293, 0.7807, -3.1970], [2.1164, 0.8625, -4.2717], [1.2403, 1.4540, -2.3512], [1.7186, 0.6055, -5.2637], [2.9539, 0.1806, -4.0593], [2.5272, 1.8805, -4.3003], [-0.3270, -0.3933, -0.1662], [-0.0841, -2.9626, -0.9166], [-1.5652, 1.8120, -1.1002], [2.7721, -1.5806, -0.7387], [2.0125, -0.7111, -0.2269], [4.0945, -1.5871, -0.6156], [4.7938, -0.6006, 0.2002], [4.9243, -2.6483, -1.1830], [2.3433, -2.3989, -1.3263], [4.1011, 0.1710, 0.5401], [5.5940, -0.1501, -0.3989], [5.2579, -1.1000, 1.0621], [4.3046, -3.2981, -1.8074], [5.3884, -3.2429, -0.3830], [5.7238, -2.2116, -1.7947], [2.8669, 4.8548, 1.0549], [0.5215, 5.8644, 1.9408], [2.2267, 4.3437, 0.3241], [0.0809, 5.2127, 1.1768], [0.9311, 4.0550, 0.9188], [2.6969, 3.4126, 0.0058], [0.4448, 2.8103, 0.9833], [1.0072, 1.7707, 0.5621], [-0.8978, 4.8650, 1.5170], [-0.5559, 2.7453, 1.4377], [2.0879, 5.0229, -0.5284], [-0.0317, 5.8132, 0.2640], [1.3889, -0.8906, 5.3659], [0.5740, -0.4222, 4.2416], [-0.0703, 0.8748, 4.4076], [0.4348, -1.0733, 3.0816], [1.1453, -2.3844, 2.9121], [-0.3042, -0.5670, 2.1716], [0.9319, -0.5443, 6.3042], [2.4209, -0.4982, 5.3228], [1.4226, -1.9850, 5.3794], [0.3611, 1.6188, 3.7235], [-1.1514, 0.8048, 4.2233], [0.1114, 1.1841, 5.4426], [0.8084, -2.8250, 1.9635], [2.2402, -2.2402, 2.8620], [0.9006, -3.0513, 3.7573]]}

=====

No. 6
{"formula": "C21H36Cl3DyN2O4Si", "method": "wB97M-V/def2-TZVPD", "homo_energy_ha": [-0.314, -0.314], "charge": 0, "e_tot_ha": -3787.4698, "homo_lumo_gap_ev": [8.657, 8.660], "lumo_ev": [0.111, 0.114], "spin_multiplicity": 6, "symbols": ["C", "C", "H", "H", "H", "C", "C", "H", "H", "H", "H", "Dy", "Cl", "Cl", "C", "O", "N", "C", "C", "H", "H", "H", "H", "H", "H", "H", "H", "H", "C", "C", "N", "H", "C", "O", "H", "H", "H", "H", "O", "C", "C", "C", "H", "C", "H", "C", "H", "C", "C", "H", "H", "H", "Si", "Cl", "C", "C", "C", "H", "H", "H", "H", "H", "H", "H", "H", "H", "O", "C"], "xyz": [[2.2178, -1.6807, -3.8817], [1.5287, -0.5305, -3.1860], [2.7530, -1.2156, -4.7447], [1.4611, -2.4259, -4.2752], [2.9194, -2.2047, -3.2069], [0.5878, 0.1452, -3.9239], [0.1359, -0.0724, -5.3169], [-0.0358, 0.8267, -3.3792], [-0.2867, -1.0657, -5.4802], [0.9966, 0.0116, -5.9667], [-0.5936, 0.7184, -5.4944], [-0.9333, -0.7103, 3.5590], [1.3675, -0.8435, 4.7754], [-2.2636, -2.6020, 4.4526], [0.0132, 2.0048, 3.1776], [-1.0949, 1.4002, 3.4452], [-0.0036, 3.2956, 2.9041], [-1.2560, 4.0766, 2.8370], [1.2286, 4.0973, 2.9275], [1.0143, 1.4921, 3.2196], [-2.1164, 3.3966, 2.9014], [-1.2566, 4.5748, 1.8483], [-1.2703, 4.7963, 3.6844], [2.0321, 3.3707, 2.7858], [1.3518, 4.6230, 3.8982], [1.2086, 4.7874, 2.0674], [-1.7592, -1.7602, -1.3457], [-2.5095, 1.3679, -2.1784], [-2.7914, -1.4138, -1.2219], [-3.3551, 0.9865, -1.5969], [-2.8614, -0.0551, -0.6801], [-3.2840, -2.1504, -0.5831], [-2.7952, 0.2304, 0.6622], [-2.6131, -0.6093, 1.5925], [-3.7693, 1.8027, -1.0017], [-2.8705, 1.3199, 0.8758], [-3.2645, -1.3908, -2.2085], [-4.1216, 0.5531, -2.2525], [1.0364, -1.6731, -0.9605], [1.6053, -0.5322, -1.5464], [0.0766, 1.3887, -0.9879], [1.3974, 0.9814, -1.0629], [-0.6454, 0.5704, -1.0978], [-0.2582, 2.7261, -0.7380], [2.6775, -0.6256, -1.2940], [2.4268, 1.9047, -0.7784], [-1.3074, 2.9905, -0.7780], [0.7439, 3.6541, -0.4918], [2.0658, 3.2266, -0.4818], [3.4765, 1.5671, -0.8047], [0.4750, 4.6987, -0.3477], [2.8298, 3.9498, -0.2133], [0.6536, -3.2517, 0.2318], [0.2692, -0.3594, 1.4578], [-1.0896, -3.9779, 0.7926], [1.7182, -3.8663, 1.8335], [1.3140, -4.0218, -1.2515], [-1.7005, -3.2419, 1.3341], [-1.0321, -4.8946, 1.4185], [-1.6737, -4.3225, -0.0691], [0.5882, -3.8814, -2.0343], [1.5261, -5.0685, -1.2280], [2.2232, -3.5070, -1.5278], [1.5056, -3.2809, 2.7477], [2.7927, -3.7824, 1.5975], [1.5909, -4.9362, 2.1009], [0.8669, -0.7917, 7.7000], [0.1366, -0.7897, 6.7900]]}